No. 1
{
  "formula": "C29H71N4O",
  "method": "the ωB97M-V functional and the def2-TZVPD basis",
  "total_energy_ev": -39229.0580,
  "lumo_ev": 2.2,
  "charge": -1,
  "spin_multiplicity": 1,
  "species": ["C", "O", "C", "C", "C", "C", "H", "H", "H", "H", "H", "H", "H", "H", "H", "H", "H", "C", "C", "N", "C", "C", "C", "C", "H", "H", "H", "H", "H", "H", "H", "H", "H", "H", "H", "H", "H", "H", "H", "C", "C", "N", "C", "C", "C", "C", "H", "H", "H", "H", "H", "H", "H", "H", "H", "H", "H", "H", "H", "H", "H", "C", "C", "N", "C", "C", "C", "C", "H", "H", "H", "H", "H", "H", "H", "H", "H", "H", "H", "H", "H", "H", "H", "C", "C", "N", "C", "C", "C", "C", "H", "H", "H", "H", "H", "H", "H", "H", "H", "H", "H", "H", "H", "H", "H"],
  "coordinates": [[3.94, 1.04, 3.86], [2.74, 0.35, 3.36], [2.48, 0.79, 2.07], [1.57, 2.05, 2.02], [0.59, 2.08, 3.21], [-0.25, 0.77, 3.35], [3.78, 2.15, 3.73], [3.99, 0.89, 4.96], [3.46, 1.07, 1.62], [2.00, -0.03, 1.50], [2.21, 2.95, 2.10], [1.06, 2.11, 1.04], [1.22, 2.15, 4.12], [-0.05, 2.98, 3.20], [-0.26, 0.16, 2.44], [-1.26, 0.95, 3.74], [0.26, 0.15, 4.11], [-2.58, 1.51, -0.32], [-3.11, 2.58, -1.26], [-3.45, 3.82, -0.60], [-4.17, 4.75, -1.46], [-3.44, 5.31, -2.69], [-2.39, 4.40, 0.21], [-1.07, 4.75, -0.48], [-3.30, 1.28, 0.47], [-2.38, 0.59, -0.88], [-1.64, 1.80, 0.15], [-4.00, 2.17, -1.74], [-2.37, 2.73, -2.06], [-4.54, 5.58, -0.86], [-5.08, 4.24, -1.82], [-2.73, 6.09, -2.41], [-4.17, 5.78, -3.36], [-2.92, 4.54, -3.25], [-2.18, 3.71, 1.03], [-2.78, 5.29, 0.71], [-0.75, 3.98, -1.18], [-0.29, 4.85, 0.28], [-1.13, 5.70, -1.00], [10.90, -0.85, 3.77], [9.48, -1.04, 3.27], [8.79, 0.21, 2.99], [7.35, 0.03, 2.74], [6.94, -0.77, 1.50], [9.47, 1.12, 2.08], [9.80, 0.61, 0.67], [10.92, -0.24, 4.67], [11.34, -1.82, 4.01], [11.55, -0.38, 3.02], [8.92, -1.57, 4.04], [9.50, -1.70, 2.39], [6.87, 1.00, 2.70], [6.92, -0.46, 3.61], [7.05, -0.18, 0.58], [5.88, -1.03, 1.58], [7.51, -1.70, 1.39], [10.40, 1.43, 2.56], [8.88, 2.03, 2.00], [10.18, -0.41, 0.67], [10.57, 1.24, 0.23], [8.93, 0.66, 0.01], [-5.99, -3.39, -4.20], [-6.53, -1.99, -4.46], [-6.34, -1.07, -3.35], [-7.05, 0.19, -3.52], [-6.63, 1.11, -4.67], [-4.98, -0.95, -2.85], [-3.89, -0.49, -3.83], [-6.46, -3.82, -3.31], [-6.22, -4.03, -5.05], [-4.91, -3.40, -4.06], [-7.60, -2.07, -4.66], [-6.06, -1.61, -5.39], [-7.01, 0.75, -2.58], [-8.12, -0.05, -3.65], [-5.71, 1.64, -4.44], [-7.40, 1.87, -4.83], [-6.50, 0.57, -5.61], [-4.68, -1.92, -2.44], [-4.98, -0.29, -1.98], [-3.99, -0.96, -4.81], [-2.91, -0.75, -3.44], [-3.90, 0.59, -3.96], [-3.19, -5.26, -0.99], [-2.13, -4.18, -0.87], [-2.31, -3.30, 0.27], [-1.44, -2.14, 0.25], [0.07, -2.37, 0.36], [-2.44, -3.97, 1.56], [-1.28, -4.85, 2.03], [-4.19, -4.82, -1.06], [-3.02, -5.84, -1.90], [-3.17, -5.96, -0.16], [-2.17, -3.57, -1.78], [-1.14, -4.66, -0.86], [-1.75, -1.45, 1.04], [-1.63, -1.60, -0.69], [0.37, -2.60, 1.38], [0.60, -1.46, 0.08], [0.42, -3.17, -0.29], [-3.35, -4.57, 1.55], [-2.64, -3.21, 2.33], [-0.88, -5.47, 1.23], [-1.62, -5.52, 2.82], [-0.46, -4.26, 2.45]]
}

No. 2
{
  "formula": "C10H12N2O2S",
  "method": "the ωB97M-V functional and the def2-TZVPD basis",
  "total_energy_ev": -28467.4630,
  "lumo_ev": [0.2, -2.7],
  "charge": 0,
  "spin_multiplicity": 3,
  "species": ["C", "C", "C", "C", "C", "C", "C", "C", "C", "C", "N", "N", "O", "O", "S", "H", "H", "H", "H", "H", "H", "H", "H", "H", "H", "H", "H"],
  "coordinates": [[3.44, 0.78, 0.38], [2.58, 1.59, -0.29], [3.13, -0.53, 0.56], [1.33, 1.11, -0.71], [1.17, -2.24, 0.56], [-0.07, -2.13, -0.03], [1.85, -1.00, 0.30], [0.98, -0.19, -0.39], [-1.58, 1.87, 0.91], [-1.58, -0.48, -0.92], [-0.22, -0.91, -0.62], [-2.40, -1.52, -1.39], [-2.61, -0.27, 1.69], [-3.80, 0.85, -0.15], [-2.51, 0.44, 0.46], [4.51, 1.16, 0.66], [2.80, 2.63, -0.41], [3.79, -0.97, 1.30], [0.61, 1.89, -1.08], [1.41, -3.07, 1.01], [-0.87, -2.70, -0.13], [-2.37, 2.43, 1.61], [-0.60, 1.54, 1.24], [-1.36, 2.41, 0.00], [-1.56, 0.45, -2.18], [-3.33, -1.12, -1.76], [-2.72, -2.02, -0.63]]
}

No. 3
{
  "formula": "C5H6O",
  "method": "the ωB97M-V functional and the def2-TZVPD basis",
  "total_energy_ev": -7325.2152,
  "lumo_ev": [-0.8, -0.8],
  "smiles": "O[C@@H]1C=C=CC1",
  "charge": 0,
  "spin_multiplicity": 1,
  "species": ["O", "C", "C", "C", "C", "C", "H", "H", "H", "H", "H", "H"],
  "coordinates": [[0.69, 0.82, -1.58], [0.75, 0.54, -0.21], [1.01, -0.92, 0.19], [-0.12, -1.65, 0.12], [-1.16, -0.78, 0.28], [-0.68, 0.64, 0.50], [0.08, 0.18, -1.98], [1.53, 1.20, 0.18], [1.84, -1.16, 0.85], [-2.21, -1.06, 0.18], [-1.33, 1.38, 0.02], [-0.51, 0.96, 1.54]]
}

No. 4
{
  "formula": "C10H26FeN7O18",
  "method": "the ωB97M-V functional and the def2-TZVPD basis",
  "total_energy_ev": -92439.6975,
  "lumo_ev": [-1.2, -2.6],
  "charge": 0,
  "spin_multiplicity": 6,
  "species": ["Fe", "C", "C", "O", "H", "H", "H", "H", "H", "C", "O", "O", "O", "C", "N", "O", "O", "H", "H", "H", "C", "N", "O", "O", "H", "H", "H", "C", "N", "O", "O", "H", "H", "H", "C", "N", "O", "O", "H", "H", "H", "C", "N", "O", "O", "H", "H", "H", "C", "N", "O", "O", "H", "H", "H", "C", "N", "O", "O", "H", "H", "H"],
  "coordinates": [[-5.18, 4.32, 16.57], [-7.38, 1.56, 19.06], [-7.40, 2.11, 17.63], [-6.51, 3.12, 17.28], [-6.41, 1.05, 19.18], [-8.06, 0.74, 19.32], [-7.49, 2.33, 19.82], [-8.42, 2.43, 17.40], [-7.24, 1.26, 16.95], [-6.22, 6.35, 15.18], [-6.42, 6.69, 13.99], [-5.12, 6.20, 15.82], [-6.64, 5.08, 15.14], [-8.45, -0.07, 14.67], [-7.33, 0.38, 13.80], [-6.45, 1.09, 14.26], [-7.40, 0.03, 12.64], [-9.16, 0.75, 14.70], [-8.06, -0.41, 15.63], [-8.83, -0.95, 14.16], [-11.01, 1.67, 23.26], [-10.36, 0.45, 22.67], [-10.39, -0.57, 23.34], [-9.75, 0.56, 21.63], [-11.49, 2.15, 22.41], [-10.12, 2.27, 23.47], [-11.59, 1.41, 24.13], [-8.78, 5.63, 20.04], [-9.29, 5.30, 21.40], [-9.94, 6.16, 21.96], [-9.05, 4.18, 21.78], [-8.49, 6.67, 20.10], [-9.55, 5.51, 19.28], [-7.90, 5.01, 19.88], [-3.13, 0.93, 20.47], [-3.37, 2.38, 20.61], [-2.89, 2.88, 21.62], [-4.07, 2.95, 19.81], [-2.23, 0.83, 19.87], [-4.01, 0.50, 19.99], [-2.94, 0.46, 21.43], [-7.65, -2.13, 18.77], [-6.76, -3.32, 18.65], [-6.19, -3.74, 19.63], [-6.51, -3.74, 17.53], [-8.01, -1.93, 19.77], [-8.44, -2.19, 18.03], [-6.92, -1.35, 18.52], [-11.31, 3.65, 17.15], [-11.87, 3.08, 18.42], [-11.69, 3.74, 19.43], [-12.43, 2.01, 18.42], [-12.02, 4.36, 16.75], [-11.20, 2.86, 16.42], [-10.31, 4.01, 17.40], [-4.05, -1.01, 15.83], [-3.84, -0.48, 17.20], [-2.85, 0.17, 17.45], [-4.65, -0.78, 18.06], [-4.09, -0.16, 15.16], [-4.95, -1.61, 15.83], [-3.13, -1.55, 15.60]]
}

No. 5
{
  "formula": "C4H4N2",
  "method": "the ωB97M-V functional and the def2-TZVPD basis",
  "total_energy_ev": -7184.8762,
  "lumo_ev": -0.6,
  "smiles": "C#C/C=N\\N=C",
  "charge": 0,
  "spin_multiplicity": 1,
  "species": ["C", "C", "C", "N", "N", "C", "H", "H", "H", "H"],
  "coordinates": [[-1.24, 1.91, 1.98], [-0.55, 1.19, 0.91], [-0.68, 0.63, -0.45], [-0.19, -0.43, -1.01], [1.11, -0.77, -0.42], [1.37, -2.03, -0.83], [-1.39, 2.33, 2.91], [-1.39, 1.13, -0.92], [2.20, -2.24, -0.04], [0.89, -2.92, -1.58]]
}